Record 1
The following is a quantum chemistry calculation of a cluster of 9 separate species, C40H86N8O10 in total in a non-equilibrium geometry, from the OMol25 dataset.

Output
Kohn-Sham gap   1.71 eV
LUMO energy   -0.3475 Ha

The geometry in ORCA input format:
```
! wB97M-V def2-TZVPD RIJCOSX def2/J DEFGRID3
* xyz 6 1
C 0.49 2.24 2.20
C 0.39 0.89 2.07
C 0.43 0.18 0.72
O 0.44 -1.10 0.54
C 0.46 0.90 -0.40
C 0.44 2.32 -0.42
C 0.63 3.12 0.98
O 0.74 4.32 0.96
O 0.30 2.95 -1.46
O 0.34 0.31 3.23
H 0.58 2.80 3.11
H 0.47 0.41 -1.36
C 5.49 6.99 -1.16
C 4.90 7.30 -2.54
O 5.33 6.79 -3.54
N 3.83 8.37 -2.56
H 3.15 8.00 -1.91
H 4.18 9.20 -2.09
C 3.14 8.60 -3.88
H 6.30 7.70 -0.99
H 5.98 6.02 -1.30
H 4.74 6.96 -0.37
H 3.72 9.14 -4.62
H 2.25 9.21 -3.71
H 2.77 7.67 -4.31
C 3.99 -5.10 13.67
C 4.69 -5.17 12.36
O 5.60 -5.92 12.07
N 4.18 -4.23 11.25
H 3.44 -3.71 11.71
H 4.91 -3.57 11.05
C 3.53 -4.94 10.01
H 2.90 -5.15 13.65
H 4.35 -4.15 14.04
H 4.44 -5.74 14.43
H 3.04 -4.29 9.29
H 2.86 -5.75 10.29
H 4.37 -5.36 9.46
C 5.01 -10.02 2.80
C 3.58 -9.57 2.53
O 2.96 -8.87 3.28
N 2.98 -9.97 1.21
H 3.68 -10.32 0.57
H 2.30 -10.72 1.31
C 2.37 -8.81 0.46
H 4.85 -11.01 3.22
H 5.53 -9.44 3.57
H 5.58 -9.99 1.87
H 1.82 -9.12 -0.43
H 3.23 -8.18 0.22
H 1.69 -8.30 1.14
C -1.60 7.53 6.64
C -0.39 7.40 7.62
O -0.38 6.49 8.43
N 0.82 8.32 7.56
H 0.67 9.22 7.98
H 1.56 7.94 8.13
C 1.59 8.43 6.21
H -1.31 7.06 5.71
H -1.74 8.59 6.41
H -2.48 7.09 7.10
H 0.82 8.51 5.43
H 2.12 7.49 6.11
H 2.17 9.34 6.31
C -6.06 -7.74 6.12
C -5.97 -6.24 6.42
O -5.66 -5.86 7.55
N -6.09 -5.30 5.25
H -6.64 -5.85 4.61
H -6.64 -4.50 5.55
C -4.74 -4.92 4.62
H -5.24 -8.11 5.51
H -6.99 -8.03 5.64
H -5.90 -8.35 7.01
H -4.12 -5.81 4.68
H -4.42 -4.08 5.25
H -4.75 -4.78 3.54
C -6.40 2.50 1.94
C -6.91 1.36 1.02
O -6.38 1.10 -0.05
N -7.98 0.54 1.67
H -7.88 0.38 2.67
H -8.78 1.16 1.67
C -8.29 -0.73 0.94
H -6.07 2.12 2.91
H -7.12 3.31 2.09
H -5.51 3.00 1.55
H -9.14 -1.17 1.44
H -7.47 -1.45 0.91
H -8.57 -0.64 -0.11
C -4.01 -0.76 -5.90
C -3.96 0.56 -6.71
C -5.24 0.91 -7.41
N -5.30 2.42 -7.74
C -4.04 2.80 -8.53
C -5.47 3.29 -6.44
C -6.97 3.39 -6.24
C -7.47 3.66 -7.66
C -6.59 2.76 -8.57
H -2.99 -1.06 -5.63
H -4.49 -1.55 -6.47
H -4.55 -0.67 -4.96
H -3.18 0.64 -7.47
H -3.63 1.35 -6.05
H -6.14 0.62 -6.86
H -5.31 0.36 -8.34
H -4.26 3.73 -9.05
H -3.82 2.19 -9.40
H -3.14 2.93 -7.93
H -5.05 4.28 -6.64
H -4.84 2.91 -5.63
H -7.33 4.18 -5.58
H -7.39 2.46 -5.85
H -7.20 4.68 -7.96
H -8.55 3.57 -7.73
H -6.36 3.16 -9.56
H -7.10 1.80 -8.60
C 6.22 -1.68 -1.68
C 6.39 -1.15 -3.12
C 5.47 -1.77 -4.21
N 5.66 -1.05 -5.56
C 7.06 -1.53 -6.09
C 5.47 0.47 -5.48
C 4.98 0.92 -6.81
C 4.57 -0.29 -7.52
C 4.48 -1.42 -6.50
H 6.88 -1.22 -0.94
H 6.24 -2.77 -1.71
H 5.18 -1.53 -1.37
H 7.44 -1.37 -3.32
H 6.35 -0.06 -3.15
H 4.46 -1.76 -3.81
H 5.73 -2.83 -4.28
H 7.86 -1.00 -5.58
H 7.08 -1.24 -7.14
H 7.08 -2.62 -6.02
H 6.40 0.93 -5.18
H 4.77 0.62 -4.66
H 5.69 1.58 -7.31
H 4.13 1.57 -6.62
H 5.30 -0.53 -8.29
H 3.60 -0.33 -8.02
H 4.71 -2.34 -7.03
H 3.56 -1.40 -5.93
*
```

---

Record 2
The following is a quantum chemistry calculation of a cluster of 14 separate species, C40H88F24N8O16P2 in total in a non-equilibrium geometry, from the OMol25 dataset.

Output
Kohn-Sham gap   0.78 eV
LUMO energy   -0.2260 Ha

The geometry in ORCA input format:
```
! wB97M-V def2-TZVPD RIJCOSX def2/J DEFGRID3
* xyz 2 1
C 7.52 -1.32 -6.64
C 7.35 -2.71 -7.25
O 7.39 -3.68 -6.55
N 7.12 -2.78 -8.82
H 6.61 -3.64 -8.96
H 6.44 -2.15 -9.23
C 8.40 -2.66 -9.65
H 6.53 -1.03 -6.29
H 8.04 -0.63 -7.30
H 8.04 -1.48 -5.69
H 8.37 -2.96 -10.70
H 9.12 -3.23 -9.06
H 8.51 -1.58 -9.65
C 4.05 2.49 8.60
C 2.76 3.12 8.40
O 2.53 4.22 7.82
N 1.63 2.42 9.12
H 1.96 2.05 10.00
H 1.03 3.13 9.51
C 0.84 1.50 8.10
H 4.07 1.73 9.38
H 4.80 3.27 8.69
H 4.26 2.03 7.64
H 0.02 1.12 8.71
H 1.45 0.66 7.76
H 0.62 2.09 7.21
C -7.21 -5.47 -1.92
C -6.04 -4.72 -1.32
O -5.87 -4.62 -0.11
N -4.96 -4.30 -2.20
H -4.06 -4.75 -2.14
H -5.19 -4.55 -3.16
C -4.71 -2.73 -2.14
H -7.10 -6.00 -2.86
H -7.90 -4.62 -1.90
H -7.65 -6.09 -1.14
H -4.25 -2.53 -1.17
H -5.73 -2.35 -2.22
H -3.88 -2.49 -2.80
C -3.60 -8.01 3.75
C -2.56 -7.70 2.56
O -2.48 -8.51 1.61
N -1.64 -6.45 2.65
H -1.33 -6.18 1.73
H -2.15 -5.65 3.01
C -0.42 -6.62 3.63
H -2.95 -8.37 4.56
H -4.26 -8.83 3.48
H -4.26 -7.19 4.02
H -0.68 -7.04 4.61
H 0.12 -5.68 3.62
H 0.12 -7.42 3.12
C -0.64 6.33 -6.90
C 0.55 6.46 -6.04
O 1.61 6.93 -6.35
N 0.46 5.79 -4.63
H 0.94 6.47 -4.06
H -0.50 5.74 -4.34
C 1.04 4.36 -4.49
H -1.60 6.52 -6.43
H -0.67 5.31 -7.27
H -0.52 6.96 -7.78
H 0.86 3.98 -3.48
H 2.09 4.30 -4.74
H 0.40 3.75 -5.12
C 2.62 -8.79 -2.63
C 3.22 -8.25 -3.91
O 4.39 -7.88 -4.04
N 2.51 -8.49 -5.22
H 3.14 -8.19 -5.94
H 2.33 -9.47 -5.37
C 1.18 -7.82 -5.15
H 1.92 -9.60 -2.80
H 2.20 -7.98 -2.03
H 3.50 -9.14 -2.08
H 0.76 -8.26 -6.06
H 1.29 -6.76 -5.39
H 0.65 -7.88 -4.20
C -1.50 -2.95 -12.23
C -0.08 -2.44 -12.12
O 0.46 -1.98 -13.10
N 0.59 -2.58 -10.74
H 0.99 -3.48 -10.48
H 1.41 -2.00 -10.90
C -0.17 -1.92 -9.54
H -1.75 -3.88 -11.72
H -1.76 -3.17 -13.27
H -2.28 -2.36 -11.77
H -1.15 -2.39 -9.56
H -0.19 -0.86 -9.80
H 0.24 -2.25 -8.59
C -7.03 0.60 2.26
C -7.74 1.73 2.87
O -7.17 2.45 3.70
N -9.22 1.85 2.57
H -9.56 0.97 2.21
H -9.72 2.06 3.42
C -9.42 2.88 1.40
H -6.75 0.84 1.23
H -7.70 -0.25 2.27
H -6.25 0.40 2.99
H -9.05 3.87 1.64
H -10.51 3.02 1.37
H -8.97 2.41 0.53
C -2.41 6.43 9.14
O -2.40 5.67 7.89
O -2.04 5.31 10.03
C -1.41 7.75 9.12
F -1.51 8.52 8.02
F -1.70 8.52 10.17
F -0.08 7.37 9.08
C -3.13 6.16 6.72
C -2.60 5.48 5.39
H -1.56 5.70 5.16
H -2.48 4.41 5.53
H -3.15 5.54 4.45
H -3.33 7.23 6.71
H -4.15 5.79 6.80
H -3.37 6.92 9.31
C 2.62 7.38 1.20
O 2.52 8.52 2.10
O 2.87 7.97 -0.01
C 3.51 6.21 1.72
F 4.53 6.67 2.45
F 2.76 5.31 2.35
F 3.96 5.43 0.70
C 1.66 8.47 3.25
C 1.69 9.87 3.86
H 1.54 10.64 3.10
H 0.85 10.01 4.55
H 2.66 10.08 4.30
H 1.96 7.65 3.91
H 0.62 8.31 2.95
H 1.66 6.87 1.18
C 0.94 -2.52 -1.06
O 0.27 -1.71 -0.07
O 0.08 -3.66 -1.17
C 1.52 -1.68 -2.28
F 2.14 -2.45 -3.16
F 0.56 -1.18 -2.98
F 2.47 -0.78 -1.89
C 0.85 -0.63 0.57
C 0.01 0.10 1.61
H -0.23 -0.58 2.44
H 0.59 0.89 2.08
H -0.94 0.55 1.33
H 1.27 0.13 -0.09
H 1.80 -0.97 0.99
H 1.85 -2.85 -0.55
C 6.05 -2.38 3.24
O 6.94 -1.24 3.23
O 6.90 -3.51 3.04
C 5.25 -2.41 4.64
F 4.94 -3.67 4.99
F 5.88 -1.96 5.64
F 4.07 -1.80 4.58
C 6.62 -0.15 2.31
C 7.61 1.00 2.64
H 7.34 1.56 3.53
H 8.62 0.60 2.69
H 7.49 1.71 1.82
H 5.65 0.27 2.58
H 6.63 -0.44 1.26
H 5.36 -2.46 2.40
P -4.79 4.05 -3.12
F -4.20 3.31 -4.45
F -3.70 5.26 -3.33
F -5.98 4.81 -4.03
F -5.24 4.95 -1.85
F -5.77 2.84 -2.70
F -3.65 3.36 -2.15
P -3.34 -2.67 6.50
F -4.95 -2.57 6.47
F -3.55 -4.28 6.60
F -3.33 -2.70 4.89
F -1.70 -2.80 6.61
F -3.18 -1.01 6.46
F -3.52 -2.57 8.09
*
```